#P
{"formula": "C3H5N2S2", "method": "the ωB97M-V functional and the def2-TZVPD basis", "lumo_energy_ev": [-7.7, -7.7], "gap_ev": [5.673, 5.699], "total_charge": 1, "smiles": "[S-]S[N+]1=C=[NH+]CC1", "multiplicity": 1, "species": ["C", "C", "C", "N", "N", "S", "S", "H", "H", "H", "H", "H"], "xyz": [[1.540, 1.452, 0.302], [0.760, -0.788, 0.110], [-0.290, 0.259, -0.558], [1.939, 0.157, 0.167], [0.298, 1.499, -0.003], [5.046, 0.285, -0.276], [3.469, -0.621, 0.295], [0.492, -1.123, 1.056], [1.103, -1.751, -0.522], [-0.236, 0.334, -1.639], [-1.303, 0.159, -0.309], [-0.292, 2.218, 0.184]]}

***

#Q
{"formula": "C3H5N2S2", "method": "the ωB97M-V functional and the def2-TZVPD basis", "lumo_energy_ev": [-5.9, -5.9], "gap_ev": [6.873, 6.867], "total_charge": 1, "multiplicity": 1, "species": ["C", "C", "C", "N", "N", "S", "S", "H", "H", "H", "H", "H"], "xyz": [[-0.809, -0.579, 0.377], [-1.640, -0.783, -0.727], [0.322, 0.102, 0.728], [0.283, 1.504, -0.762], [1.450, -0.037, 1.373], [-1.234, -0.401, -2.305], [0.509, 0.773, -2.188], [-1.086, -1.026, 1.335], [-2.606, -1.272, -0.750], [1.080, 2.075, -0.541], [1.860, -0.996, 1.356], [1.871, 0.639, 2.104]]}

***

The least stable of them is #P.

***

#P
{"formula": "C2H3NS3", "method": "the ωB97M-V functional and the def2-TZVPD basis", "s_squared": 2.015, "lumo_energy_ev": [0.0, -2.7], "gap_ev": [6.080, 6.460], "multiplicity": 3, "species": ["C", "C", "N", "S", "S", "S", "H", "H", "H"], "xyz": [[-0.194, 1.593, -0.486], [-0.419, -1.107, 0.068], [0.938, -0.770, 0.452], [-0.199, 3.069, -0.962], [-1.496, 0.519, -0.095], [1.673, 0.491, -0.390], [-0.351, -1.595, -0.824], [-0.824, -1.584, 0.831], [0.872, -0.615, 1.405]]}

***

#Q
{"formula": "C2H3NS3", "method": "the ωB97M-V functional and the def2-TZVPD basis", "s_squared": 2.013, "lumo_energy_ev": [0.7, -3.2], "gap_ev": [7.855, 5.334], "multiplicity": 3, "species": ["C", "C", "N", "S", "S", "S", "H", "H", "H"], "xyz": [[0.606, -0.352, 0.176], [-0.654, 0.007, -0.405], [0.907, 0.216, 1.345], [1.548, -1.400, -0.703], [-1.687, 0.975, 0.416], [-0.936, -0.668, -1.995], [0.330, 0.890, 1.664], [1.732, 0.210, 1.847], [-1.846, 0.121, -2.344]]}

***

The least stable of them is #P.

***

#P
{"formula": "C5H11O2", "method": "the ωB97M-V functional and the def2-TZVPD basis", "s_squared": 0.757, "lumo_energy_ev": [0.9, -3.8], "gap_ev": [12.117, 6.457], "multiplicity": 2, "species": ["C", "C", "C", "O", "O", "H", "H", "H", "H", "H", "C", "C", "H", "H", "H", "H", "H", "H"], "xyz": [[1.709, -0.298, -0.650], [1.584, -1.072, 0.670], [0.628, -0.719, -1.715], [0.083, 0.225, -2.302], [0.605, -1.937, -1.967], [1.567, 0.760, -0.424], [2.751, -0.357, -0.997], [2.283, -1.885, 0.835], [0.678, -1.660, 0.539], [1.381, -0.457, 1.550], [-1.322, 1.460, 0.129], [-1.928, 0.297, 0.892], [-0.714, 1.265, -0.759], [-2.072, 2.212, -0.133], [-0.791, 2.119, 0.838], [-2.294, 0.665, 1.880], [-2.851, -0.088, 0.431], [-1.297, -0.530, 1.183]]}

***

#Q
{"formula": "C5H11O2", "method": "the ωB97M-V functional and the def2-TZVPD basis", "s_squared": 0.754, "lumo_energy_ev": [0.8, -3.2], "gap_ev": [11.643, 7.539], "multiplicity": 2, "species": ["C", "C", "C", "H", "H", "H", "H", "H", "H", "H", "H", "C", "C", "O", "O", "H", "H", "H"], "xyz": [[1.709, -1.391, 0.225], [2.429, -0.932, -1.055], [0.386, -2.159, -0.100], [2.336, -2.054, 0.876], [1.434, -0.602, 0.922], [3.435, -1.347, -1.198], [2.379, 0.151, -1.145], [0.098, -2.048, -1.143], [0.353, -3.158, 0.300], [1.965, -1.402, -1.914], [-0.388, -1.569, 0.414], [-0.576, 2.334, -0.024], [-1.413, 1.126, 0.398], [-1.823, 0.512, -0.664], [-1.380, 0.737, 1.543], [-0.617, 3.098, 0.751], [-1.126, 2.847, -0.848], [0.409, 2.223, -0.441]]}

***

The least stable of them is #P.

***

#P
{"formula": "C6H5N", "method": "the ωB97M-V functional and the def2-TZVPD basis", "lumo_energy_ev": [-0.3, 0.1], "gap_ev": [8.152, 9.188], "multiplicity": 1, "species": ["C", "C", "C", "C", "C", "C", "N", "H", "H", "H", "H", "H"], "xyz": [[-0.062, 0.987, -0.237], [-1.379, 1.391, -0.306], [0.198, -0.349, 0.209], [-2.258, 0.401, 0.148], [-0.875, -1.116, 0.576], [1.610, -0.949, 0.118], [-2.190, -0.842, 0.568], [0.722, 1.699, -0.507], [-1.616, 2.422, -0.742], [2.209, -0.378, -0.516], [2.174, -1.366, 1.039], [1.467, -1.900, -0.349]]}

***

#Q
{"formula": "C6H5N", "method": "the ωB97M-V functional and the def2-TZVPD basis", "lumo_energy_ev": -1.5, "gap_ev": 7.731, "smiles": "C1=CC=CN=CC=1", "multiplicity": 1, "species": ["C", "C", "C", "C", "C", "C", "N", "H", "H", "H", "H", "H"], "xyz": [[-0.491, 0.554, 0.842], [0.827, 0.288, 1.280], [0.082, -0.728, -1.471], [1.296, -0.834, -0.643], [-1.405, 0.337, -0.264], [1.972, -0.474, 0.738], [-1.263, -0.239, -1.455], [-1.021, 1.134, 1.596], [1.025, 0.758, 2.245], [0.259, -1.190, -2.441], [2.029, -1.368, -1.249], [-2.393, 0.756, -0.087]]}

***

The least stable of them is #Q.

***

#P
{"formula": "C4H16NO3", "method": "the ωB97M-V functional and the def2-TZVPD basis", "lumo_energy_ev": -2.8, "gap_ev": 10.512, "total_charge": 1, "multiplicity": 1, "species": ["C", "C", "C", "C", "N", "H", "H", "H", "H", "H", "H", "H", "H", "H", "H", "H", "H", "O", "H", "H", "O", "H", "H", "O"], "xyz": [[0.316, 0.871, 0.780], [-0.627, 1.095, 1.999], [-1.117, -0.212, 2.565], [-0.319, -1.141, 3.089], [-0.285, 0.066, -0.357], [0.765, 1.733, 0.299], [1.066, 0.227, 1.235], [0.004, 1.629, 2.713], [-1.459, 1.717, 1.698], [-2.192, -0.332, 2.634], [-0.848, -2.079, 3.245], [0.756, -1.238, 3.088], [-1.186, -0.412, -0.226], [-0.364, 0.655, -1.185], [0.409, -0.581, -0.735], [0.878, -1.076, -3.478], [1.724, 0.065, -2.996], [0.980, -0.512, -2.702], [3.102, 1.912, -2.339], [3.829, 0.868, -1.451], [3.366, 0.988, -2.283], [-2.872, -1.737, -1.735], [-3.644, -0.922, -0.717], [-2.764, -1.062, -1.046]]}

***

#Q
{"formula": "C4H16NO3", "method": "the ωB97M-V functional and the def2-TZVPD basis", "lumo_energy_ev": -2.7, "gap_ev": 11.183, "total_charge": 1, "multiplicity": 1, "species": ["C", "C", "C", "C", "N", "H", "H", "H", "H", "H", "H", "H", "H", "H", "H", "H", "H", "O", "H", "H", "O", "H", "H", "O"], "xyz": [[-0.299, -3.105, 0.016], [-0.838, -2.440, -1.285], [-0.638, -0.967, -1.264], [-1.121, -0.210, -0.284], [-0.824, 1.239, -0.244], [-0.791, -2.716, 0.903], [0.780, -3.128, 0.010], [-0.551, -4.167, -0.054], [-1.815, -2.797, -1.617], [-0.113, -2.822, -2.035], [-0.156, -0.379, -2.056], [-1.538, -0.548, 0.669], [-1.678, 1.763, -0.067], [-0.141, 1.427, 0.529], [-0.367, 1.555, -1.105], [0.367, 2.091, -3.729], [1.583, 2.371, -2.900], [0.631, 2.318, -2.830], [0.800, 1.419, 2.718], [-0.540, 2.103, 2.877], [0.150, 1.967, 2.220], [2.882, 0.367, 2.564], [2.124, -0.274, 3.765], [2.015, 0.136, 2.913]]}

***

The least stable of them is #P.

***

#P
{"formula": "S2", "method": "the ωB97M-V functional and the def2-TZVPD basis", "lumo_energy_ev": -2.4, "gap_ev": 5.767, "multiplicity": 1, "species": ["S", "S"], "xyz": [[0.000, 0.000, 0.927], [0.000, 0.000, -0.927]]}

***

#Q
{"formula": "S2", "method": "the ωB97M-V functional and the def2-TZVPD basis", "lumo_energy_ev": -5.2, "gap_ev": 4.419, "multiplicity": 1, "species": ["S", "S"], "xyz": [[0.000, 0.000, 1.680], [0.000, 0.000, -1.680]]}

***

The least stable of them is #Q.